# 1
DFT (ωB97M-V with the def2-TZVPD basis set) results for a molecular structure, C28H26N4O4Re in a non-equilibrium geometry.

Calculated values
* total energy: -1680.83876 a.u.
* HOMO level (spin up / spin down): -6.7 / -6.8 eV
* Kohn-Sham gap (spin up / spin down): 5.556 / 5.813 eV

ORCA input file:
```
! wB97M-V def2-TZVPD RIJCOSX def2/J DEFGRID3
* xyz 0 2
Re 0.30 0.40 0.79
O -0.48 -1.33 1.67
C -0.94 -2.28 0.92
C -2.13 -2.94 1.29
C -2.62 -4.00 0.57
C -1.91 -4.51 -0.53
C -0.73 -3.91 -0.90
C -0.24 -2.79 -0.23
C 1.02 -2.22 -0.59
N 1.39 -1.01 -0.30
C 2.79 -0.66 -0.37
C 3.20 -0.35 1.08
N 2.15 0.42 1.70
C 2.45 1.14 2.73
C 1.59 1.98 3.48
C 2.19 2.66 4.56
C 1.48 3.48 5.40
C 0.11 3.65 5.17
C -0.51 3.02 4.12
C 0.19 2.17 3.22
O -0.46 1.66 2.24
H -2.68 -2.55 2.14
H -3.55 -4.46 0.85
H -2.29 -5.36 -1.08
H -0.18 -4.28 -1.75
H 1.75 -2.88 -1.08
H 2.90 0.24 -0.98
H 3.40 -1.47 -0.78
H 4.15 0.19 1.10
H 3.32 -1.29 1.64
H 3.49 1.12 3.07
H 3.25 2.50 4.73
H 1.97 3.97 6.22
H -0.46 4.29 5.82
H -1.56 3.17 3.94
C 2.43 4.25 -0.33
C 1.78 2.95 -0.75
O 1.16 2.33 0.15
C 1.87 2.58 -2.09
C 1.03 1.61 -2.67
C 0.96 1.44 -4.16
N 0.25 0.92 -1.90
N -0.70 0.13 -2.37
C -1.59 -0.26 -1.47
O -1.55 0.07 -0.25
C -2.64 -1.18 -1.97
C -3.82 -1.35 -1.25
C -4.75 -2.28 -1.67
C -4.50 -3.05 -2.81
C -3.33 -2.87 -3.53
C -2.40 -1.93 -3.11
H 1.65 5.02 -0.31
H 3.21 4.56 -1.01
H 2.83 4.16 0.68
H 2.49 3.17 -2.75
H 1.75 1.99 -4.66
H -0.01 1.79 -4.52
H 1.03 0.38 -4.41
H -3.98 -0.76 -0.37
H -5.67 -2.42 -1.12
H -5.22 -3.79 -3.12
H -3.15 -3.46 -4.41
H -1.48 -1.79 -3.66
*
```

# 2
DFT (ωB97M-V with the def2-TZVPD basis set) results for C24H33N3O4 in the gas phase.

Calculated values
* relative energy (zero: lowest compared OMol25 entry of this formula, charge and spin): 1.9771 eV
* total energy: -1399.54990 a.u.
* HOMO level: -7.2 eV
* Kohn-Sham gap: 7.873 eV

ORCA input file:
```
! wB97M-V def2-TZVPD RIJCOSX def2/J DEFGRID3
* xyz 0 1
C -0.38 5.10 3.09
H 0.26 4.97 3.97
O -1.21 3.97 2.88
C -0.69 2.71 2.96
C -1.62 1.72 3.24
C -1.27 0.38 3.34
C 0.06 0.04 3.17
C 1.00 1.00 2.88
C 0.65 2.34 2.75
O 1.54 3.32 2.37
C 2.87 2.95 2.08
H 3.37 2.50 2.95
H 3.38 3.88 1.84
C 3.00 1.99 0.88
O 3.95 1.24 0.78
N 2.00 2.12 0.00
H 1.26 2.76 0.24
C 1.77 1.27 -1.17
C 2.97 1.37 -2.11
H 2.82 0.73 -2.98
H 3.11 2.40 -2.45
H 3.87 1.05 -1.59
C 0.51 1.80 -1.86
H 0.34 1.25 -2.78
H 0.62 2.85 -2.11
H -0.36 1.68 -1.21
C 1.56 -0.17 -0.71
H 1.35 -0.82 -1.56
H 2.46 -0.53 -0.21
H 0.72 -0.24 -0.02
H 2.02 0.70 2.72
H 0.38 -0.99 3.25
C -2.33 -0.67 3.60
N -2.05 -1.96 3.00
C -1.78 -2.07 1.65
C -2.23 -1.14 0.71
C -2.01 -1.33 -0.64
C -1.31 -2.44 -1.11
C -0.84 -3.36 -0.17
C -1.08 -3.18 1.17
H -0.71 -3.91 1.88
H -0.27 -4.21 -0.49
N -0.99 -2.63 -2.47
C -1.25 -1.56 -3.41
H -0.97 -0.61 -2.96
C -0.40 -1.80 -4.66
H -0.60 -1.05 -5.42
O -0.67 -3.05 -5.25
C -0.45 -4.09 -4.32
C -1.31 -3.91 -3.07
H -1.12 -4.72 -2.37
H -2.38 -3.95 -3.36
H -0.71 -5.02 -4.84
H 0.61 -4.12 -4.03
H 0.67 -1.75 -4.37
H -2.31 -1.52 -3.70
H -2.40 -0.59 -1.33
H -2.77 -0.26 1.03
H -1.48 -2.56 3.57
H -3.30 -0.31 3.24
H -2.42 -0.83 4.68
H -2.65 2.03 3.38
H 0.25 5.31 2.22
H -1.06 5.93 3.26
*
```

# 3
DFT (ωB97M-V with the def2-TZVPD basis set) results for a molecular structure, C7H21CrNO4P2 in a non-equilibrium geometry.

Calculated values
* total energy: -2361.93012 a.u.
* HOMO level (spin up / spin down): -5.7 / -6.9 eV
* Kohn-Sham gap (spin up / spin down): 5.122 / 4.194 eV

ORCA input file:
```
! wB97M-V def2-TZVPD RIJCOSX def2/J DEFGRID3
* xyz 0 5
Cr 0.17 -0.10 -1.08
H 1.82 -0.11 -0.89
H 1.51 -1.02 -0.88
P 0.63 2.12 -0.76
P -0.84 -2.07 -0.70
C -0.83 -2.95 0.92
H -1.48 -3.85 0.86
H 0.21 -3.25 1.16
H -1.19 -2.27 1.70
C -2.65 -2.04 -0.96
H -2.89 -1.56 -1.91
H -3.05 -3.06 -0.97
H -3.13 -1.48 -0.15
C -0.26 -3.39 -1.82
H 0.76 -3.66 -1.55
H -0.92 -4.27 -1.76
H -0.24 -3.00 -2.84
C -0.84 3.22 -0.86
H -0.53 4.27 -0.93
H -1.43 2.97 -1.74
H -1.46 3.08 0.04
C 1.35 2.83 0.78
H 2.34 2.38 0.96
H 1.45 3.93 0.69
H 0.70 2.57 1.63
C 1.75 2.80 -2.04
H 1.40 2.46 -3.02
H 1.79 3.90 -1.99
H 2.75 2.38 -1.88
C 0.95 -0.26 2.65
O 2.03 -0.69 2.75
H 0.17 -0.14 -2.64
O -0.47 -0.97 5.02
N 0.26 -0.05 4.69
O 0.30 1.10 5.08
O -0.14 0.16 2.45
*
```

# 4
DFT (ωB97M-V with the def2-TZVPD basis set) results for a molecular structure, C6H12ClI2NOPV in a non-equilibrium geometry.

Calculated values
* relative energy (zero: lowest compared OMol25 entry of this formula, charge and spin): 0.0000 eV
* total energy: -2706.15355 a.u.
* HOMO level (spin up / spin down): -17.3 / -16.8 eV
* Kohn-Sham gap (spin up / spin down): 7.296 / 5.009 eV

ORCA input file:
```
! wB97M-V def2-TZVPD RIJCOSX def2/J DEFGRID3
* xyz 2 3
I -0.79 -2.43 0.06
I -0.79 2.43 0.07
V 0.37 0.00 0.02
P 0.20 0.00 -2.35
C -1.44 -0.01 -3.14
C 1.05 1.44 -3.06
H 2.02 -1.55 -2.53
H 1.25 -1.24 -4.12
H 0.47 -2.33 -2.92
C 1.07 -1.43 -3.05
H 2.01 1.57 -2.54
H 1.21 1.26 -4.12
H -1.31 -0.01 -4.23
H -2.00 0.87 -2.83
H 0.44 2.34 -2.91
H -1.99 -0.91 -2.83
C -1.71 0.00 -0.01
O -2.89 0.00 0.09
Cl 2.57 0.01 0.08
C 0.02 0.00 4.60
C 0.06 0.00 3.16
N 0.17 0.00 2.01
H -0.89 0.51 4.94
H 0.90 0.52 5.00
H 0.01 -1.04 4.97
*
```